(1)
ORCA calculation (ωB97M-V/def2-TZVPD) on an isolated ion of composition C3H4N5O and charge -1.

Results
- frontier orbital gap (spin up / spin down) (eV) = 7.36 / 7.36
- LUMO (spin up / spin down) (eV) = 3.9 / 3.9
- SMILES = [H]/N=c1\[n-]nnn1C(C)=O
- total charge = -1
- HOMO energy (spin up / spin down) (hartree) = -0.12580 / -0.12578

```
13
C3H4N5O | the Open Molecules 2025 dataset | ωB97M-V/def2-TZVPD
C 1.5275 0.7032 -0.3761
C -0.8579 -0.3340 -0.5624
C -1.9959 -0.7948 0.3866
N 0.2793 0.0333 0.0248
N 2.3164 0.8023 0.7261
N 0.5747 -0.3175 1.3300
N 1.6281 0.2205 1.7308
N 1.7999 1.0712 -1.5925
O -0.9746 -0.2334 -1.7958
H -2.8052 -1.1200 -0.2447
H -2.4272 0.0284 0.8403
H -1.7923 -1.5256 1.1175
H 2.7273 1.4663 -1.5846
```

***

(2)
ORCA calculation (ωB97M-V/def2-TZVPD) on C3H4N6 as an isolated structure.

Results
- frontier orbital gap (eV) = 7.90
- LUMO (eV) = -1.4
- HOMO energy (hartree) = -0.34035

```
13
C3H4N6 | the Open Molecules 2025 dataset | ωB97M-V/def2-TZVPD
C 0.7254 0.8213 0.2015
C 2.1321 -0.6821 -0.0426
C 0.1098 -0.4676 -0.0431
H -2.0221 -1.6575 1.3233
H -3.3297 -0.9810 -0.1663
H -1.6048 1.7252 -0.9876
H 3.1094 -1.2527 -0.2201
N -2.3115 -1.1449 0.1200
N -1.3148 -0.3196 -0.2738
N -1.4546 1.1024 -0.0189
N -0.1450 1.8264 0.1088
N 2.1074 0.5803 0.0695
N 1.1247 -1.4535 -0.0975
```

***

Electronic energy readings, ordered: -12673.50585 -12109.27538 eV
Energy above the lowest of the compared OMol25 structures with the same formula, charge and spin readings, ordered: 0.5884 5.5102 eV